Density functional theory data (wB97M-V/def2-TZVPD) for a structure of composition C10H20Hg2O8S2.

Results
- charge = +1
- 2S+1 = 2
- orbital gap (alpha / beta) (eV) = 4.831 / 6.820
- E_tot (eV) = -57082.745

Cartesian coordinates (Å):
H1 2.111 1.178 -2.515
H2 -2.937 1.376 5.499
H3 -0.089 0.046 -5.711
H4 -1.194 2.940 2.574
H5 0.120 0.865 -3.656
O1 -0.464 2.054 4.981
H6 0.496 1.228 1.184
H7 -3.840 2.730 2.162
H8 1.187 1.155 -0.292
H9 -1.876 1.450 1.859
O2 1.354 -0.603 0.942
O3 0.825 -3.525 1.321
H10 2.657 -0.594 -6.161
C1 -2.750 0.631 4.726
H11 -3.594 0.107 2.974
H12 1.361 -1.723 -5.357
H13 0.464 2.238 -4.536
S1 2.784 -0.600 -3.849
S2 -1.158 1.145 4.073
C2 -3.366 2.417 3.092
O4 -0.351 -0.034 3.638
H14 1.233 1.042 -6.440
O5 1.886 -5.127 0.378
O6 2.117 -1.283 -2.729
C3 0.645 0.498 0.388
H15 -4.791 0.913 4.051
H16 -3.505 3.170 3.868
Hg1 1.059 -1.745 2.942
H17 -2.790 -0.339 5.221
H18 2.934 1.807 -3.970
C4 1.857 -0.756 -5.438
C5 2.190 1.102 -3.600
O7 4.188 -0.909 -4.054
C6 0.877 1.248 -4.341
C7 -1.819 2.066 2.756
Hg2 2.261 -2.439 -0.643
C8 0.930 0.418 -5.599
O8 1.100 -5.535 2.405
C9 -3.793 0.965 3.615
C10 1.282 -4.691 1.337
H19 0.624 -5.070 3.097
H20 -0.223 0.184 -0.192